No. 1
Below is 3 unconnected molecules or ions with the total composition C17H35ClF3N2O4 at a distorted geometry, with properties calculated with ωB97M-V/def2-TZVPD.

XYZ file:
```
62
C17H35ClF3N2O4 (ωB97M-V/def2-TZVPD)
C -2.040 -0.858 6.476
N -2.402 -2.071 5.741
C -3.400 -2.867 6.452
C -2.718 -1.888 4.393
O -2.654 -2.809 3.595
C -3.196 -0.540 3.871
C -2.082 0.207 3.186
C -1.700 -0.432 1.869
N -0.332 0.128 1.560
C 0.295 -0.515 0.382
F 1.491 0.005 0.226
F -0.454 -0.315 -0.672
F 0.411 -1.844 0.615
C -0.495 1.617 1.397
C -1.245 2.264 2.556
Cl -0.128 2.601 3.909
O -2.370 1.575 2.974
H -2.881 -0.432 7.017
H -1.313 -1.135 7.231
H -1.565 -0.118 5.850
H -4.403 -2.444 6.400
H -3.392 -3.890 6.110
H -3.119 -2.893 7.497
H -3.947 -0.765 3.122
H -3.694 0.071 4.613
H -1.187 0.168 3.815
H -1.686 -1.512 1.956
H -2.352 -0.139 1.057
H 0.286 -0.091 2.348
H 0.483 2.058 1.276
H -1.050 1.783 0.482
H -1.592 3.222 2.202
C 1.436 1.562 -2.598
C 0.703 2.713 -1.933
O 1.166 3.990 -2.287
C 1.077 4.326 -3.666
C -0.339 4.313 -4.213
H 2.511 1.636 -2.424
H 1.089 0.611 -2.209
H 1.284 1.552 -3.677
H 0.846 2.651 -0.851
H -0.379 2.633 -2.116
H 1.729 3.677 -4.259
H 1.486 5.333 -3.740
H -0.772 3.310 -4.208
H -0.344 4.667 -5.242
H -0.985 4.959 -3.618
C 4.664 -1.916 -4.639
C 3.705 -3.038 -4.995
O 3.056 -3.617 -3.875
C 2.258 -2.750 -3.105
C 1.109 -2.116 -3.873
H 5.394 -2.255 -3.904
H 5.195 -1.581 -5.530
H 4.146 -1.051 -4.220
H 4.256 -3.854 -5.460
H 2.967 -2.699 -5.731
H 2.878 -1.975 -2.634
H 1.858 -3.366 -2.299
H 1.464 -1.447 -4.657
H 0.483 -1.531 -3.196
H 0.492 -2.881 -4.345
```

F_max, eV/Å: 1.52
Multiplicity: 1
Charge: +1
Orbital gap, Ha: 0.3204

Mulliken atomic charge list, values in e, 5 entries: -0.8886, 0.0517, -1.0649, 0.5116, -0.5851

---

No. 2
Below is 3 unconnected molecules or ions with the total composition C17H35ClINO6, with properties calculated with ωB97M-V/def2-TZVPD.

XYZ file:
```
61
C17H35ClINO6 (ωB97M-V/def2-TZVPD)
C -3.342 2.587 1.813
C -2.231 3.098 0.908
C -1.952 2.304 -0.366
I -3.420 2.731 -1.885
C -1.686 0.778 -0.204
C -2.973 -0.063 -0.252
O -2.878 -1.338 0.365
C -1.914 -2.199 -0.144
Cl -1.903 -2.254 -1.929
N -0.918 0.563 1.011
C 0.493 0.243 0.867
C 1.345 0.850 1.979
C 2.811 0.876 1.611
O 1.207 0.048 3.169
H -3.298 3.097 2.775
H -4.329 2.741 1.378
H -3.239 1.525 2.032
H -1.299 3.229 1.457
H -2.519 4.101 0.580
H -1.031 2.700 -0.791
H -1.077 0.519 -1.075
H -3.315 -0.155 -1.281
H -3.763 0.462 0.280
H -2.167 -3.200 0.192
H -0.918 -1.942 0.210
H -1.394 -0.069 1.638
H 0.697 -0.835 0.883
H 0.860 0.615 -0.091
H 0.949 1.847 2.186
H 3.377 1.186 2.487
H 2.967 1.626 0.836
H 3.166 -0.097 1.290
H 0.386 0.305 3.591
O -4.541 2.496 -5.560
C -4.442 1.329 -5.814
O -4.640 0.435 -4.825
C -4.712 -0.976 -5.048
C -3.346 -1.628 -5.073
C -4.040 0.844 -7.189
H -5.292 -1.196 -5.946
H -5.286 -1.353 -4.202
H -2.736 -1.266 -5.901
H -3.446 -2.710 -5.168
H -2.819 -1.404 -4.146
H -2.955 0.888 -7.265
H -4.468 1.523 -7.922
H -4.370 -0.164 -7.426
O 5.529 -0.515 1.633
C 5.765 -1.026 2.692
O 6.581 -0.382 3.550
C 6.795 -0.819 4.894
C 7.874 -1.878 4.985
C 5.217 -2.386 3.056
H 5.857 -1.146 5.345
H 7.106 0.077 5.428
H 7.598 -2.783 4.444
H 8.057 -2.143 6.027
H 8.802 -1.504 4.552
H 5.862 -3.146 2.617
H 4.225 -2.476 2.620
H 5.132 -2.568 4.124
```

F_max, eV/Å: 0.71
Multiplicity: 1
SMILES: CC[C@H](I)[C@H](COCCl)NC[C@H](C)O.CCOC(C)=O.CCOC(C)=O
Orbital gap, Ha: 0.3423

Mulliken atomic charge list, values in e, 5 entries: -1.2008, -0.4397, -1.0093, 0.0751, 0.1950

---

No. 3
Below is a molecular structure, C17H35F6N3O3PSbSeTi at a distorted geometry, with properties calculated with ωB97M-V/def2-TZVPD.

XYZ file:
```
68
C17H35F6N3O3PSbSeTi (ωB97M-V/def2-TZVPD)
Ti -0.533 -0.132 -0.490
C 2.755 -0.646 -1.252
O 1.734 0.341 -1.097
C 1.820 1.392 -2.059
C 0.413 1.707 -2.550
O -0.509 1.789 -1.455
C -0.415 3.030 -0.755
C -1.161 2.928 0.551
O -0.609 1.856 1.303
C -1.229 1.778 2.582
H 2.694 -1.116 -2.234
H 3.742 -0.196 -1.118
H 2.591 -1.405 -0.489
H 2.298 2.263 -1.601
H 2.417 1.087 -2.921
H 0.404 2.636 -3.127
H 0.059 0.900 -3.187
H 0.632 3.264 -0.543
H -0.845 3.827 -1.366
H -1.049 3.869 1.101
H -2.228 2.750 0.383
H -2.294 1.554 2.487
H -0.742 0.979 3.134
H -1.112 2.725 3.118
C 5.191 -0.288 1.761
C 3.984 -0.835 2.505
Sb 2.093 0.257 2.241
C 1.252 -0.720 4.002
C 1.693 -0.115 5.329
C 2.662 2.222 3.092
C 2.981 3.239 2.007
H 6.077 -0.863 2.035
H 5.384 0.755 2.016
H 5.072 -0.364 0.681
H 4.131 -0.793 3.586
H 3.765 -1.866 2.225
H 1.593 -1.753 3.917
H 0.167 -0.730 3.912
H 2.778 -0.131 5.440
H 1.270 -0.693 6.151
H 1.356 0.917 5.442
H 3.523 1.989 3.720
H 1.834 2.549 3.718
H 3.751 2.880 1.322
H 3.340 4.168 2.452
H 2.089 3.471 1.422
C -5.939 0.448 -0.612
N -4.629 0.125 -0.081
C -4.370 -0.604 1.050
C -3.017 -0.673 1.159
N -2.437 0.008 0.109
C -3.446 0.471 -0.616
H -6.555 -0.447 -0.656
H -5.833 0.849 -1.616
H -6.436 1.187 0.016
H -5.154 -1.014 1.663
H -2.418 -1.187 1.890
H -3.358 1.021 -1.538
Se 0.129 -3.928 1.637
C 0.157 -2.244 1.248
N 0.157 -1.063 1.047
F 0.240 -1.782 -1.644
P -1.136 -2.198 -2.532
F -1.880 -2.359 -1.092
F -0.699 -3.703 -2.530
F -2.485 -2.428 -3.304
F -1.503 -0.522 -2.428
F -0.317 -1.853 -3.852
```

F_max, eV/Å: 2.89
Multiplicity: 4
Energy relative to the best compared isomer or geometry (same formula, charge and spin), kcal per mole: 15.4
Charge: +1
Orbital gap (alpha / beta), Ha: 0.2414 / 0.2069

Mulliken atomic charge list, values in e, 5 entries: 0.1966, -1.0787, 0.8622, -0.8526, -0.7892

---

No. 4
Below is 5 unconnected molecules or ions with the total composition C17H35FO13S2 at a distorted geometry, with properties calculated with ωB97M-V/def2-TZVPD.

XYZ file:
```
68
C17H35FO13S2 (ωB97M-V/def2-TZVPD)
O -3.109 -4.378 3.684
S -2.752 -5.065 2.508
O -1.744 -4.039 1.633
F -2.542 -2.984 1.133
O -4.053 -5.133 1.483
C -5.301 -5.000 2.099
S -5.942 -3.295 2.070
O -5.685 -2.746 0.796
O -5.503 -2.514 3.164
H -5.994 -5.563 1.504
H -5.324 -5.428 3.082
H -7.276 -3.480 2.241
O -0.818 1.197 -1.610
C -1.774 1.100 -0.888
O -2.611 0.075 -1.058
C -3.659 -0.241 -0.129
C -4.920 0.538 -0.428
C -2.093 2.162 0.137
H -3.322 -0.105 0.898
H -3.851 -1.300 -0.254
H -4.765 1.613 -0.323
H -5.719 0.236 0.246
H -5.239 0.359 -1.455
H -2.683 2.944 -0.339
H -1.158 2.591 0.485
H -2.617 1.790 1.014
O -2.144 7.224 0.625
C -1.594 7.036 -0.417
O -1.607 5.798 -0.945
C -1.169 5.495 -2.272
C 0.321 5.238 -2.328
C -0.809 8.127 -1.109
H -1.482 6.273 -2.970
H -1.704 4.590 -2.553
H 0.893 6.121 -2.042
H 0.620 4.944 -3.334
H 0.589 4.439 -1.637
H 0.208 8.132 -0.720
H -1.279 9.078 -0.880
H -0.783 8.034 -2.193
O 0.926 -5.239 3.533
C 1.635 -4.484 2.927
O 2.420 -4.969 1.959
C 3.152 -4.130 1.042
C 4.500 -3.774 1.642
C 1.725 -3.019 3.298
H 2.567 -3.271 0.750
H 3.298 -4.725 0.143
H 4.390 -3.193 2.558
H 5.094 -3.201 0.942
H 5.042 -4.685 1.903
H 2.474 -2.898 4.079
H 0.758 -2.710 3.687
H 1.961 -2.366 2.462
O 3.771 -1.813 -0.366
C 4.180 -1.090 -1.232
O 5.462 -1.214 -1.613
C 6.003 -0.561 -2.762
C 6.482 0.839 -2.440
C 3.324 0.000 -1.828
H 5.289 -0.574 -3.586
H 6.846 -1.176 -3.071
H 5.661 1.479 -2.116
H 6.949 1.293 -3.313
H 7.209 0.811 -1.629
H 3.414 0.895 -1.214
H 2.290 -0.325 -1.814
H 3.570 0.240 -2.860
```

F_max, eV/Å: 2.41
Multiplicity: 1
Orbital gap, Ha: 0.3548

Mulliken atomic charge list, values in e, 5 entries: -0.4217, 0.6699, -0.0865, -0.0864, -0.2550